{
  "formula": "C10H12ClN3O",
  "method": "ωB97M-V/def2-TZVPD",
  "max_force_ha_per_bohr": 0.0821,
  "lumo_ev": [0.628, -3.135],
  "s2": 2.047,
  "multiplicity": 3,
  "homo_lumo_gap_ev": [6.5, 5.9],
  "total_charge": 0,
  "homo_energy_ev": [-5.844, -9.069],
  "species": ["C", "C", "C", "C", "C", "C", "C", "C", "C", "C", "N", "N", "N", "O", "Cl", "H", "H", "H", "H", "H", "H", "H", "H", "H", "H", "H", "H"],
  "coordinates": [[-3.860, 0.620, 0.340], [-3.712, -0.725, 0.268], [-2.725, 1.503, 0.199], [-1.538, -0.557, -0.339], [2.908, -0.843, -0.609], [2.629, -1.043, 0.858], [2.043, 0.378, -1.161], [1.346, -0.145, 1.195], [-0.120, 1.437, -0.289], [0.907, 0.399, -0.143], [-2.561, -1.313, -0.029], [-1.513, 0.775, -0.200], [-0.360, -1.055, -0.778], [-2.746, 2.695, 0.399], [0.058, -2.663, -0.258], [-4.896, 1.142, 0.287], [-4.545, -1.343, 0.603], [4.014, -0.488, -0.755], [2.718, -1.658, -1.378], [2.338, -2.045, 1.092], [3.500, -0.713, 1.494], [2.670, 1.350, -1.062], [1.521, 0.272, -2.154], [0.499, -0.768, 1.624], [1.669, 0.768, 1.776], [-0.151, 2.233, 0.422], [-0.094, 1.787, -1.401]]
}



{
  "formula": "C5H6N5S",
  "method": "ωB97M-V/def2-TZVPD",
  "max_force_ha_per_bohr": 0.0642,
  "lumo_ev": 3.432,
  "multiplicity": 1,
  "homo_lumo_gap_ev": 6.7,
  "total_charge": -1,
  "homo_energy_ev": -3.253,
  "de_lowest_ev": 0.0000,
  "species": ["C", "C", "C", "C", "C", "N", "N", "N", "N", "N", "S", "H", "H", "H", "H", "H", "H"],
  "coordinates": [[-0.674, 2.129, -1.203], [1.336, -0.282, -0.205], [0.163, 0.406, 0.197], [2.364, 0.033, -1.176], [0.232, -1.589, 1.453], [-0.361, 1.594, -0.072], [3.325, 0.310, -1.775], [1.543, -1.383, 0.802], [-0.406, -0.299, 1.327], [-0.745, 1.605, -2.407], [-1.445, 2.614, -3.602], [-1.065, 3.208, -1.153], [-0.346, -2.330, 0.826], [0.333, -1.825, 2.538], [-1.801, 3.519, -2.663], [2.284, -0.880, 1.490], [-1.403, -0.351, 1.357]]
}



{
  "formula": "H16Si7",
  "method": "ωB97M-V/def2-TZVPD",
  "max_force_ha_per_bohr": 0.0421,
  "lumo_ev": -1.040,
  "multiplicity": 1,
  "homo_lumo_gap_ev": 6.9,
  "total_charge": 0,
  "homo_energy_ev": -7.986,
  "smiles": "[SiH3][Si]([SiH3])=[Si]([SiH3])[SiH3].[SiH4]",
  "de_lowest_ev": 2.3754,
  "species": ["Si", "Si", "Si", "Si", "Si", "Si", "H", "H", "H", "H", "H", "H", "H", "H", "H", "H", "H", "H", "Si", "H", "H", "H", "H"],
  "coordinates": [[-2.319, 2.660, 1.005], [-0.978, 1.010, 0.038], [0.385, 2.106, -1.580], [-1.401, -1.110, -0.166], [-3.099, -2.081, 1.380], [0.002, -2.617, -1.342], [-3.662, 2.316, 1.407], [-1.764, 3.334, 2.118], [-2.927, 3.967, 0.476], [1.666, 2.600, -1.148], [-0.332, 2.699, -2.768], [0.777, 0.886, -2.248], [-3.239, -1.136, 2.530], [-2.585, -3.250, 2.034], [-4.044, -2.602, 0.389], [-0.448, -3.795, -0.729], [1.433, -2.746, -1.056], [-0.362, -2.565, -2.761], [4.562, 0.039, 0.482], [4.493, -1.376, 0.527], [4.411, 0.860, -0.839], [5.915, 0.374, 0.764], [3.517, 0.429, 1.489]]
}



{
  "formula": "C4H8ClNO",
  "method": "ωB97M-V/def2-TZVPD",
  "max_force_ha_per_bohr": 0.0155,
  "lumo_ev": 0.904,
  "multiplicity": 1,
  "homo_lumo_gap_ev": 10.6,
  "total_charge": 0,
  "homo_energy_ev": -9.745,
  "smiles": "C/C=N/O.C=CCl",
  "de_lowest_ev": 2.6574,
  "species": ["C", "C", "N", "O", "H", "H", "H", "H", "H", "C", "C", "Cl", "H", "H", "H"],
  "coordinates": [[0.037, 1.545, -1.667], [-0.831, 0.410, -1.271], [-1.718, 0.555, -0.390], [-2.507, -0.497, -0.051], [-0.105, 1.765, -2.725], [1.086, 1.286, -1.521], [-0.210, 2.424, -1.077], [-0.665, -0.553, -1.781], [-2.276, -1.302, -0.555], [0.520, -0.811, 2.092], [1.700, -0.939, 1.519], [2.933, -1.975, 2.131], [0.256, -1.357, 2.981], [-0.222, -0.147, 1.684], [2.000, -0.403, 0.632]]
}



Q: Which formula does entry 1 have?
A: C10H12ClN3O



Repeat the fourth record exactly.
{
  "formula": "C4H8ClNO",
  "method": "ωB97M-V/def2-TZVPD",
  "max_force_ha_per_bohr": 0.0155,
  "lumo_ev": 0.904,
  "multiplicity": 1,
  "homo_lumo_gap_ev": 10.6,
  "total_charge": 0,
  "homo_energy_ev": -9.745,
  "smiles": "C/C=N/O.C=CCl",
  "de_lowest_ev": 2.6574,
  "species": ["C", "C", "N", "O", "H", "H", "H", "H", "H", "C", "C", "Cl", "H", "H", "H"],
  "coordinates": [[0.037, 1.545, -1.667], [-0.831, 0.410, -1.271], [-1.718, 0.555, -0.390], [-2.507, -0.497, -0.051], [-0.105, 1.765, -2.725], [1.086, 1.286, -1.521], [-0.210, 2.424, -1.077], [-0.665, -0.553, -1.781], [-2.276, -1.302, -0.555], [0.520, -0.811, 2.092], [1.700, -0.939, 1.519], [2.933, -1.975, 2.131], [0.256, -1.357, 2.981], [-0.222, -0.147, 1.684], [2.000, -0.403, 0.632]]
}